# 1
Density functional theory data (the ωB97M-V functional and the def2-TZVPD basis) for a molecular structure, C24H72F2O12Sn at a distorted geometry.

Each line ends with the Mulliken charge.
Element x y z (Å)
Sn  11.0824  10.0563  21.9287  1.68
F  10.2847  11.0772  18.7929  -1.04
F  12.3952  9.5163  24.7135  -0.54
C  12.9769  12.4945  28.0690  -1.26
C  12.1976  12.1120  26.8343  -0.03
O  11.7825  10.7982  27.0528  -0.52
H  13.6435  13.3119  27.7939  0.38
H  13.6151  11.6414  28.2991  0.30
H  12.3292  12.8050  28.8888  0.30
H  12.7760  12.2832  25.9264  0.29
H  11.2960  12.7240  26.8590  0.18
H  12.0603  10.3468  26.2524  0.08
C  7.3161  8.7822  24.5021  -1.06
C  8.6625  8.9987  25.3435  0.12
O  9.6253  9.7741  24.6130  0.03
H  7.4291  7.9983  23.7532  0.12
H  6.9472  9.7508  24.1646  0.26
H  6.5451  8.3805  25.1596  0.47
H  9.0370  8.1167  25.8630  -0.24
H  8.4717  9.6035  26.2301  0.36
H  10.5290  9.5016  24.7882  -0.10
C  6.3422  9.0791  21.1147  -1.05
C  7.0143  9.9493  20.0485  -0.17
O  8.3458  10.0343  20.3400  -0.12
H  6.0599  9.6048  22.0268  0.25
H  6.9317  8.2695  21.5449  0.16
H  5.4163  8.7125  20.6715  0.41
H  6.4933  10.8983  19.9222  0.31
H  6.9898  9.3539  19.1358  0.32
H  8.8274  10.4493  19.6206  0.06
C  14.3612  5.8434  21.7925  -1.29
C  13.5319  6.4344  22.9425  0.24
O  13.1544  7.7909  22.7109  0.28
H  14.3111  4.7842  22.0448  0.42
H  15.3989  6.1768  21.7786  0.34
H  13.8331  6.0500  20.8617  0.15
H  13.9459  6.4404  23.9507  0.34
H  12.6315  5.8255  23.0248  -0.20
H  12.9976  8.2648  23.5309  -0.23
C  11.1726  9.8715  14.0483  -1.28
C  11.3347  9.7963  15.5291  0.14
O  10.1152  9.8907  16.3061  -0.49
H  10.6168  10.7442  13.7053  0.33
H  10.4960  9.0684  13.7564  0.30
H  12.1561  9.8097  13.5824  0.34
H  12.1310  10.4894  15.8005  0.24
H  11.6931  8.7862  15.7275  0.19
H  10.2625  10.3253  17.1494  0.27
C  10.7882  6.1711  19.5258  -1.11
C  10.4006  7.3931  18.6764  0.07
O  11.2418  8.4254  19.1695  0.05
H  11.8523  5.9350  19.5182  0.20
H  10.3688  5.2732  19.0719  0.48
H  10.4032  6.1369  20.5450  0.14
H  9.3450  7.6306  18.8084  0.09
H  10.5449  7.2415  17.6067  0.31
H  11.0881  9.1556  18.5656  -0.18
C  8.8413  12.8264  23.9248  -0.33
C  9.2803  13.8025  22.8534  -0.45
O  10.1562  13.1811  21.9721  -0.31
H  9.7439  12.5000  24.4413  -0.12
H  8.2857  12.0475  23.4026  -0.06
H  8.1093  13.2858  24.5891  0.43
H  9.6934  14.7362  23.2350  0.35
H  8.3759  14.0732  22.3086  0.39
H  10.0592  13.7405  21.1979  0.21
C  12.0693  15.6878  18.8589  -1.17
C  11.9554  14.1671  19.0665  -0.03
O  10.5927  13.7059  19.3843  -0.60
H  11.3297  16.2065  18.2489  0.30
H  13.0979  15.8824  18.5553  0.34
H  12.0241  16.2220  19.8079  0.30
H  12.4018  13.7563  19.9721  0.14
H  12.4298  13.5691  18.2884  0.37
H  10.4623  12.8279  19.0184  0.29
C  17.2324  8.9669  26.2115  -1.33
C  15.8593  8.7685  25.5323  0.52
O  15.2714  9.9247  24.9394  -0.57
H  18.1744  8.8972  25.6675  0.29
H  17.2257  8.2414  27.0250  0.38
H  17.2418  9.9061  26.7645  0.35
H  15.1067  8.2810  26.1520  -0.06
H  15.9993  7.9726  24.8008  0.17
H  14.3371  9.7341  24.8278  0.17
C  10.8017  6.1676  27.8291  -1.16
C  11.8989  7.2090  27.5135  0.13
O  12.1839  7.1249  26.1307  -0.41
H  10.6022  5.8430  28.8504  0.40
H  10.9259  5.1773  27.3909  0.29
H  9.8483  6.3837  27.3472  0.17
H  12.7152  7.0174  28.2100  0.27
H  11.6094  8.2588  27.5606  0.15
H  12.4546  7.9828  25.7956  0.06
C  10.2843  3.8161  23.8487  -1.07
C  9.2381  4.8859  23.8855  -0.40
O  9.7847  6.1496  23.6144  0.06
H  11.0822  4.2576  24.4458  0.21
H  10.5503  3.5838  22.8175  0.25
H  10.0039  2.8755  24.3228  0.39
H  8.8271  4.9771  24.8908  0.33
H  8.4028  4.5685  23.2614  0.37
H  10.4198  6.4029  24.2883  -0.09
C  14.3286  9.8527  19.5340  -0.75
C  14.9019  10.1006  20.8962  -0.36
O  14.0207  10.7712  21.7467  -0.32
H  14.6065  10.6764  18.8763  0.35
H  13.2459  9.7297  19.5609  -0.08
H  14.7189  8.9272  19.1108  0.37
H  15.8141  10.6965  20.9266  0.54
H  15.1099  9.2675  21.5676  0.07
H  14.5199  11.5408  22.0297  0.16

Its charge is 0. As for the HOMO-LUMO gap: 7.31 eV. The calculation puts the total energy at -61886.9098 eV.

# 2
Density functional theory data (the ωB97M-V functional and the def2-TZVPD basis) for 10 unconnected molecules or ions with the total composition C24H72N4O10 at a distorted geometry.

Each line ends with the Mulliken charge.
Element x y z (Å)
C  -23.6324  19.8776  -13.4922  -0.78
O  -23.6720  18.4729  -13.6108  -0.33
C  -23.8515  17.7933  -12.3404  -0.73
C  -23.6865  16.2265  -12.5312  0.42
C  -22.2628  15.6873  -12.9730  -1.32
N  -24.7364  15.6480  -13.3518  -0.76
H  -22.6699  20.3285  -13.2503  0.27
H  -24.3065  20.2249  -12.7092  0.32
H  -24.0499  20.3850  -14.3619  0.28
H  -23.1189  18.0933  -11.5911  0.37
H  -24.8781  17.9826  -12.0268  0.40
H  -23.7619  15.7903  -11.5351  0.35
H  -21.6366  16.4857  -13.3712  0.30
H  -22.4016  14.9406  -13.7548  0.35
H  -21.6702  15.2738  -12.1570  0.30
H  -25.6406  15.9342  -13.0046  0.26
H  -24.6484  16.1398  -14.2296  0.31
C  -18.3307  23.3992  -13.2574  -0.75
O  -17.6379  24.0667  -14.2688  -0.33
C  -16.7712  23.2844  -14.9964  -0.82
C  -15.8054  24.1469  -15.8635  0.59
C  -14.7099  23.3632  -16.6108  -1.32
N  -15.0981  25.1752  -15.2170  -0.81
H  -18.6907  22.4239  -13.5851  0.30
H  -19.1680  24.0420  -12.9856  0.26
H  -17.7299  23.2576  -12.3590  0.31
H  -16.2487  22.6659  -14.2667  0.40
H  -17.3423  22.5638  -15.5819  0.34
H  -16.5112  24.6224  -16.5445  0.24
H  -13.9709  23.9414  -17.1656  0.33
H  -15.1198  22.6469  -17.3227  0.36
H  -14.1268  22.6946  -15.9774  0.33
H  -14.8808  25.8044  -15.9766  0.28
H  -15.7954  25.7080  -14.7170  0.29
C  -15.8728  21.1563  -0.3132  -0.71
O  -16.2646  19.8895  -0.7939  -0.35
C  -16.9592  19.9775  -2.1234  -0.73
C  -18.2748  20.7850  -2.2542  0.34
C  -19.4253  19.9896  -1.5886  -1.24
N  -18.7076  21.0460  -3.6988  -0.65
H  -16.7159  21.8220  -0.1285  0.26
H  -15.1610  21.6516  -0.9736  0.31
H  -15.3559  20.9773  0.6295  0.26
H  -16.2265  20.3624  -2.8326  0.43
H  -17.1226  18.9623  -2.4851  0.31
H  -18.1014  21.6703  -1.6425  0.21
H  -19.7519  19.1605  -2.2162  0.38
H  -20.2558  20.6606  -1.3692  0.31
H  -19.0782  19.6370  -0.6173  0.34
H  -18.9414  20.0966  -3.9517  0.27
H  -17.8519  21.2672  -4.1877  0.28
C  -17.0801  18.1916  -11.5225  -0.77
O  -17.0080  18.3746  -10.0858  -0.25
C  -18.1969  18.0148  -9.3684  -0.52
C  -18.0534  18.0947  -7.7652  0.31
C  -17.0419  17.0176  -7.2302  -1.37
N  -19.2884  17.8414  -6.9554  -0.66
H  -16.2387  18.7770  -11.8932  0.26
H  -17.9823  18.7004  -11.8618  0.32
H  -16.9826  17.1939  -11.9505  0.30
H  -19.0140  18.7116  -9.5548  0.32
H  -18.5673  17.0225  -9.6261  0.27
H  -17.6390  19.0653  -7.4927  0.31
H  -17.4122  16.0840  -7.6540  0.35
H  -16.9397  16.7809  -6.1712  0.37
H  -16.0154  17.1212  -7.5820  0.26
H  -19.4756  16.8549  -7.0637  0.28
H  -20.0371  18.3226  -7.4328  0.24
C  -17.4925  11.8847  -12.6967  -1.33
C  -18.0805  10.7799  -11.9274  0.57
C  -19.3534  10.3208  -12.5616  -1.19
O  -17.1915  9.6606  -12.0200  -0.57
H  -18.1986  12.7027  -12.8397  0.33
H  -17.0362  11.5804  -13.6386  0.35
H  -16.6298  12.3503  -12.2201  0.33
H  -18.1577  11.1428  -10.9025  0.21
H  -20.0731  11.1332  -12.4607  0.30
H  -19.7973  9.4106  -12.1585  0.36
H  -19.0717  10.0919  -13.5893  0.33
H  -17.4575  8.8302  -11.6184  0.30
C  -24.9510  17.7790  -5.8457  -0.47
O  -25.4140  18.8588  -6.6097  -0.50
H  -25.7399  17.5364  -5.1337  0.23
H  -24.5783  16.9751  -6.4803  0.20
H  -24.1310  18.1698  -5.2432  0.23
H  -24.7549  19.5544  -6.6664  0.32
C  -18.9624  11.8248  -3.8779  -0.58
O  -18.0899  10.7236  -3.9461  -0.50
H  -18.9505  12.4825  -4.7470  0.23
H  -20.0227  11.6044  -3.7540  0.28
H  -18.7374  12.4025  -2.9814  0.25
H  -17.2351  11.0956  -4.1751  0.30
C  -22.4702  22.7059  -7.4642  -0.61
O  -22.9812  21.5717  -8.2133  -0.47
H  -21.4781  22.5084  -7.0582  0.23
H  -22.3074  23.5464  -8.1388  0.27
H  -22.9719  22.9651  -6.5319  0.29
H  -23.8620  21.8184  -8.5047  0.29
C  -11.8863  17.6664  -9.5405  -0.51
O  -13.0901  18.3824  -9.1505  -0.47
H  -12.0192  16.5929  -9.6750  0.25
H  -11.6289  17.9293  -10.5665  0.24
H  -11.0931  17.9017  -8.8309  0.22
H  -13.8848  17.9775  -9.5056  0.26
C  -14.4084  13.3593  -3.2433  -0.43
O  -14.8288  12.9059  -4.4725  -0.48
H  -15.2693  13.0729  -2.6393  0.15
H  -13.5849  12.7844  -2.8198  0.25
H  -14.2144  14.4201  -3.4021  0.25
H  -14.2210  13.0975  -5.1904  0.28

The structure (SMILES) is COC[C@H](C)N.COC[C@H](C)N.COC[C@H](C)N.COC[C@H](C)N.CC(C)O.CO.CO.CO.CO.CO. The value obtained for the energy above the lowest of the compared OMol25 structures with the same formula, charge and spin is 78.7 kcal per mole. Its charge is 0. As for the HOMO-LUMO gap: 9.47 eV. The calculation puts the total energy at -52483.0709 eV.

no.,HOMO level (eV)
1,-9.5
2,-9.4